122
Properties=species:S:1:pos:R:3 method="wB97M-V/def2-TZVPD" e_homo_ev=-8.867 fmax_ev_per_a=4.01 orbital_gap_ev=9.2 charge=0 lumo_energy_ev=0.304 relative_energy_ev=1.935 e_tot_ev=-56763.6684
C -6.73 17.09 -6.70
O -6.34 16.87 -5.36
C -5.03 16.24 -5.30
C -5.04 14.72 -5.62
C -5.46 13.85 -4.40
N -3.70 14.31 -6.05
H -5.91 17.39 -7.35
H -7.59 17.77 -6.76
H -7.11 16.16 -7.13
H -4.32 16.71 -5.98
H -4.75 16.44 -4.27
H -5.79 14.47 -6.37
H -4.87 14.00 -3.50
H -5.35 12.77 -4.52
H -6.49 14.06 -4.09
H -3.62 14.71 -6.98
H -3.78 13.33 -6.28
C -1.26 21.86 -5.90
O -2.51 22.45 -6.08
C -2.69 23.63 -5.26
C -4.20 23.95 -5.04
C -4.36 25.30 -4.36
N -4.82 22.98 -4.14
H -0.99 21.50 -4.90
H -0.46 22.52 -6.24
H -1.13 20.86 -6.32
H -2.17 23.45 -4.31
H -2.13 24.48 -5.63
H -4.69 23.95 -6.01
H -3.61 25.30 -3.57
H -5.35 25.41 -3.90
H -4.24 26.20 -4.96
H -4.56 23.14 -3.18
H -4.35 22.11 -4.36
C -5.97 16.04 2.37
O -5.52 15.56 1.08
C -4.09 15.79 1.00
C -3.51 15.19 -0.28
C -3.22 13.68 -0.15
N -2.28 15.78 -0.68
H -5.63 15.52 3.26
H -7.04 15.88 2.41
H -5.83 17.11 2.51
H -3.89 16.86 1.06
H -3.63 15.34 1.88
H -4.28 15.33 -1.04
H -2.80 13.28 -1.08
H -4.15 13.13 0.01
H -2.49 13.51 0.63
H -2.46 16.68 -1.10
H -1.98 15.28 -1.51
C 0.35 19.39 -1.92
O 1.54 18.58 -2.01
C 2.44 19.00 -3.01
C 3.67 18.05 -3.25
C 4.72 18.23 -2.18
N 4.36 18.41 -4.47
H -0.20 19.44 -2.86
H 0.54 20.40 -1.55
H -0.20 18.83 -1.16
H 1.85 19.15 -3.92
H 2.90 19.98 -2.89
H 3.32 17.03 -3.40
H 5.59 17.59 -2.31
H 4.32 17.85 -1.23
H 4.98 19.28 -2.05
H 5.10 17.73 -4.62
H 3.75 18.20 -5.24
C 0.78 17.54 -6.69
C 1.82 16.40 -6.51
O 2.99 17.06 -6.54
H 0.71 18.22 -5.84
H -0.20 17.06 -6.73
H 0.92 17.96 -7.69
H 1.74 15.60 -7.24
H 1.71 15.96 -5.52
H 3.21 17.08 -7.47
C -3.16 19.47 -4.47
C -2.17 18.35 -4.41
O -2.31 17.70 -3.15
H -3.41 19.84 -5.47
H -2.77 20.35 -3.94
H -4.06 19.18 -3.94
H -1.16 18.72 -4.56
H -2.29 17.65 -5.24
H -2.28 16.80 -3.48
C -1.24 23.45 -0.76
C -1.78 22.19 -1.54
O -3.13 22.18 -1.53
H -1.49 24.37 -1.27
H -0.17 23.28 -0.66
H -1.67 23.47 0.25
H -1.45 21.34 -0.94
H -1.40 22.07 -2.55
H -3.38 21.27 -1.39
C 0.38 15.20 -3.30
C -0.59 14.44 -4.18
O -1.82 15.21 -4.27
H 0.17 15.04 -2.24
H 0.35 16.28 -3.48
H 1.42 14.96 -3.48
H -0.99 13.53 -3.74
H -0.10 14.12 -5.10
H -2.40 14.76 -4.89
C -5.97 19.54 -1.64
C -4.80 18.85 -0.99
O -3.59 19.44 -1.37
H -6.88 19.35 -1.08
H -6.06 19.19 -2.67
H -5.81 20.62 -1.65
H -4.72 17.80 -1.29
H -5.02 18.91 0.07
H -3.28 18.92 -2.11
C -4.81 20.90 -8.10
C -5.12 20.26 -9.46
O -5.69 19.02 -9.20
H -5.57 20.80 -7.32
H -4.59 21.96 -8.28
H -3.91 20.57 -7.59
H -4.19 20.20 -10.03
H -5.80 20.91 -10.01
H -6.64 19.11 -9.08